C38H77BN11 | ωB97M-V/def2-TZVPD

The charge is +5. The largest force on an atom comes out at 6.2 eV/A. As for the frontier orbital gap: 6.35 eV.

Each line ends with the Löwdin charge.
CARTESIAN COORDINATES (ANGSTROEM)
N (3.37451, -2.77495, 6.47434)  -0.031
N (5.56588, -3.15363, 7.12987)  -0.118
N (-1.27772, -4.50693, -5.75740)  -0.029
N (-3.14158, 5.78000, -2.97954)  -0.250
N (4.55048, 5.08826, 4.08293)  -0.109
N (-6.06904, -2.96826, 0.89661)  -0.043
N (-0.75528, -2.46298, -4.97533)  -0.119
N (3.24068, -3.88199, -1.46234)  -0.073
N (3.28028, -6.08583, -2.01902)  -0.094
N (3.68122, 7.14345, 4.03000)  -0.011
N (-5.16036, -5.01381, 0.60361)  -0.131
C (5.37715, 4.00267, 4.39719)  -0.013
C (3.41162, 5.04704, 3.29536)  -0.005
C (-4.15081, -4.21226, 1.05782)  0.012
C (3.53261, -5.32065, -3.16697)  0.045
C (-1.34385, -5.68778, -6.68971)  -0.136
C (4.33136, -2.57145, 7.50810)  0.089
C (-1.26687, -3.15818, -3.84842)  0.038
C (2.99501, -7.45479, -1.94023)  -0.001
C (5.37469, -3.78605, 5.87359)  0.040
C (-8.23310, -1.96731, 1.55802)  -0.051
C (1.80281, -0.91977, 6.17203)  -0.096
C (1.94056, -2.33131, 6.47195)  -0.184
C (3.99517, -3.56589, 5.54809)  -0.020
C (-3.17592, 7.24542, -3.41103)  -0.074
C (-4.71230, -2.90426, 1.19953)  0.036
C (-1.61868, -5.52125, -8.20945)  -0.033
C (4.80083, 9.41013, 3.95689)  -0.045
C (-6.94508, -1.82514, 0.78488)  -0.178
C (-4.15646, 3.38703, -3.25327)  -0.208
C (4.76278, -2.44126, -0.12773)  -0.032
C (-2.96824, 5.72655, -1.40967)  0.051
C (-1.79410, 5.26428, -3.56138)  -0.099
C (3.60428, -3.95656, -2.76353)  0.001
C (2.86012, 6.27707, 3.32266)  -0.012
C (-0.76903, -3.26680, -6.05771)  0.017
C (3.05781, -5.16127, -1.02937)  0.016
C (-6.29436, -4.22081, 0.46410)  0.025
C (-5.24955, -6.41693, 0.49384)  0.007
C (3.26015, -2.70276, -0.61153)  -0.142
C (-4.28655, 4.91927, -3.48943)  -0.119
C (3.43675, 8.63626, 4.21613)  -0.085
C (-0.16054, -1.18729, -4.75509)  -0.001
C (6.78168, -3.17871, 7.85733)  0.002
C (-0.85534, 6.45130, -3.57025)  -0.156
C (-1.63524, -4.42380, -4.40330)  0.007
C (4.70030, 6.34323, 4.49822)  0.018
C (-5.41377, 2.74411, -3.88642)  -0.089
C (-1.75871, 7.61318, -3.88024)  -0.143
B (-0.87044, 1.03913, 1.16193)  -0.473
H (-8.98659, -1.18956, 1.43370)  0.100
H (5.56731, 6.60955, 5.08454)  0.169
H (-7.21315, -1.75582, -0.26937)  0.133
H (-0.78850, -4.85533, -8.44488)  0.068
H (4.94140, 10.41970, 4.34304)  0.087
H (-0.41048, -3.04429, -7.05185)  0.167
H (0.87093, -0.62488, 5.68960)  0.106
H (2.25311, -0.23168, 6.88748)  0.094
H (-2.60624, -5.13311, -8.45882)  0.090
H (-8.07522, -2.22474, 2.60535)  0.093
H (-1.75550, 7.96445, -4.91208)  0.129
H (-3.14965, -4.58136, 1.22470)  0.128
H (-4.17952, -1.98863, 1.40969)  0.137
H (-5.18107, 1.68149, -3.81726)  0.074
H (-8.76262, -2.84393, 1.18489)  0.075
H (3.14759, 4.21847, 2.65492)  0.143
H (-0.10056, 6.37202, -4.35262)  0.132
H (-1.68272, 1.43585, 0.57283)  -0.132
H (3.64901, -5.77483, -4.13990)  0.138
H (6.58910, -2.75484, 8.84290)  0.113
H (6.29627, 4.28983, 4.90792)  0.114
H (-1.29469, 0.71944, 2.10110)  -0.119
H (2.52449, -7.73003, -2.88415)  0.115
H (-3.88066, 6.08059, -0.92982)  0.109
H (-0.33320, -6.09587, -6.70236)  0.125
H (2.25070, -7.57939, -1.15373)  0.111
H (-0.45077, 0.17802, 0.66532)  -0.141
H (4.28686, -1.88722, 8.34251)  0.159
H (7.20690, -4.17707, 7.75462)  0.125
H (-5.64972, 3.09780, -4.89009)  0.085
H (-0.55115, -0.70801, -3.85741)  0.109
H (6.12062, -4.46317, 5.48437)  0.132
H (-1.35973, 8.41958, -3.26491)  0.124
H (-3.91792, 7.49804, -4.16847)  0.140
H (-3.32783, 3.07956, -3.89119)  0.099
H (-5.06371, 5.36531, -2.86882)  0.140
H (-0.18201, 1.84661, 1.35763)  -0.123
H (5.34767, -2.17182, -1.00717)  0.076
H (-1.44485, -6.41668, -8.80619)  0.101
H (2.57149, -2.79559, 0.22825)  0.123
H (3.84649, -3.06994, -3.33067)  0.140
H (-3.46286, 7.74263, -2.48446)  0.126
H (2.89192, -1.78124, -1.06244)  0.127
H (7.32188, -2.29489, 7.51798)  0.116
H (-2.23785, 6.45309, -1.05360)  0.103
H (-4.32627, 5.21833, -4.53685)  0.139
H (1.96650, 6.59621, 2.80691)  0.140
H (-0.40734, 6.59929, -2.58765)  0.117
H (3.85760, -8.09147, -1.74362)  0.123
H (3.45340, -3.86511, 4.66302)  0.124
H (-0.43736, -0.62088, -5.64427)  0.115
H (-2.01124, -6.32503, -6.10952)  0.123
H (-1.45470, 4.39646, -2.99588)  0.132
H (5.74576, 3.43487, 3.54289)  0.110
H (0.91868, -1.30869, -4.66208)  0.106
H (1.49216, -2.31167, 7.46526)  0.136
H (-7.24936, -4.54897, 0.08110)  0.174
H (3.07327, 8.70680, 5.24132)  0.124
H (2.79076, -5.35725, -0.00142)  0.167
H (1.34532, -2.97192, 5.82126)  0.136
H (-5.56071, -6.59537, -0.53545)  0.116
H (4.91569, 9.60349, 2.89034)  0.079
H (-6.38038, -0.90368, 0.92677)  0.136
H (-4.21374, -6.69392, 0.69000)  0.106
H (-5.92134, -6.79665, 1.26365)  0.123
H (-2.65259, 4.72870, -1.10511)  0.102
H (2.50250, -0.77128, 5.34954)  0.077
H (-2.11759, -5.25369, -3.90830)  0.124
H (5.16896, -3.34792, 0.32069)  0.076
H (4.83501, -1.55691, 0.50535)  0.080
H (-1.18574, -2.69795, -2.87475)  0.128
H (-2.17617, 4.99917, -4.54720)  0.133
H (-6.30617, 3.01060, -3.32012)  0.082
H (2.65441, 9.00108, 3.55059)  0.123
H (-4.07061, 3.13395, -2.19654)  0.116
H (4.78951, 3.30210, 4.99048)  0.110
H (5.67102, 8.90152, 4.37184)  0.062